The following is a DFT calculation (ωB97M-V/def2-TZVPD) of a molecular structure, C29H32N2P2S2Zr.

Last column: Mulliken charge in e.
Positions of all 68 atoms, in Å:
Zr -2.135527 -0.337907 -0.281478  -0.2720
S -1.803319 -0.319797 2.205453  -0.6263
P 0.045856 0.368115 1.517092  2.2984
C -0.156200 0.211437 -0.168779  -0.5770
P 0.504728 -0.736836 -1.425810  1.6712
S -1.231381 -1.418947 -2.356422  -0.5939
C 1.497205 0.173318 -2.590910  0.3312
C 1.778270 -0.385048 -3.838209  -0.2572
C 2.597556 0.296665 -4.720572  -0.7835
C 3.137252 1.525734 -4.356598  -0.4843
C 2.861869 2.078281 -3.114088  -0.7632
C 2.037479 1.402961 -2.226095  -0.2148
C 1.434889 -2.156473 -0.858625  0.7223
C 2.822852 -2.179079 -0.966775  -0.4564
C 3.529666 -3.265266 -0.468643  -0.8219
C 2.856523 -4.321674 0.123915  -0.5449
C 1.469723 -4.299561 0.237768  -0.8646
C 0.764488 -3.216107 -0.248553  -0.1624
C 1.371450 -0.542632 2.289641  0.5382
C 1.172237 -1.769172 2.914100  -0.3575
C 2.255525 -2.443834 3.455719  -0.7319
C 3.527793 -1.897801 3.367168  -0.5219
C 3.728776 -0.674179 2.739376  -0.8131
C 2.653026 0.008614 2.200427  -0.4753
C 0.208399 2.086492 1.990550  0.6968
C 0.366671 2.398832 3.341267  -0.6522
C 0.468378 3.722677 3.732073  -0.7598
C 0.417893 4.733508 2.778433  -0.5171
C 0.267523 4.425102 1.434236  -1.0905
C 0.160230 3.099584 1.036530  -0.1081
H 1.357943 -1.343662 -4.120362  0.4053
H 2.817273 -0.126477 -5.690979  0.4280
H 3.778160 2.054649 -5.049264  0.4139
H 3.289009 3.032641 -2.837838  0.4591
H 1.821350 1.826101 -1.252321  0.2556
H 3.352612 -1.363599 -1.442904  0.4459
H 4.607350 -3.290218 -0.555947  0.4551
H 3.412142 -5.172466 0.495507  0.4398
H 0.949347 -5.128810 0.697374  0.4600
H -0.317398 -3.189501 -0.164458  0.2977
H 0.177126 -2.188883 2.989384  0.3831
H 2.105512 -3.391652 3.954520  0.4566
H 4.369012 -2.423722 3.798901  0.4538
H 4.721347 -0.248568 2.682362  0.4731
H 2.808193 0.972370 1.728555  0.4278
H 0.415613 1.611392 4.084734  0.4329
H 0.592594 3.968001 4.777769  0.4350
H 0.504850 5.766728 3.086805  0.4252
H 0.246259 5.215350 0.695731  0.4550
H 0.067751 2.847314 -0.014178  0.2816
N -3.748359 -2.084423 -0.009034  -0.5285
C -4.823834 -1.062665 -0.073225  -0.8556
C -4.900049 -0.461023 -1.484951  -0.1822
C -5.334376 1.009259 -1.516365  -0.8318
C -4.153681 1.964114 -1.610884  -0.7116
N -3.171576 1.747263 -0.496869  -0.3338
H -3.862152 -2.777080 -0.745094  0.2604
H -3.765732 -2.585060 0.875702  0.2746
H -4.585603 -0.293880 0.680200  0.3934
H -5.793493 -1.457297 0.231304  0.5250
H -5.563064 -1.084631 -2.085109  0.4874
H -3.929971 -0.551114 -2.013172  0.2825
H -5.948541 1.240400 -0.641035  0.3628
H -5.967559 1.194570 -2.383306  0.3515
H -4.494940 2.998723 -1.596180  0.4594
H -3.613489 1.798865 -2.544602  0.4104
H -3.614821 1.983812 0.392123  0.3084
H -2.414658 2.426161 -0.585071  0.2351

Atomic forces in eV per Å
-0.500 0.123 -0.071
0.001 0.012 0.049
-0.091 0.035 0.058
0.343 0.071 -0.036
-0.005 0.045 -0.029
0.063 0.001 0.016
0.015 0.003 -0.045
-0.014 -0.014 -0.019
0.000 0.017 0.026
0.010 0.002 -0.013
0.002 -0.009 -0.011
0.003 0.008 0.017
0.058 -0.089 0.020
0.008 0.022 -0.017
0.003 0.008 -0.001
-0.033 -0.031 0.021
0.080 0.016 -0.016
-0.091 0.048 0.021
0.064 -0.051 0.003
-0.036 -0.002 -0.005
0.016 0.013 -0.004
0.005 -0.010 0.005
-0.003 -0.009 0.001
-0.013 0.007 -0.006
0.020 0.006 0.063
0.000 -0.013 0.018
-0.004 0.001 -0.035
0.004 0.006 0.030
-0.006 -0.011 -0.016
0.007 -0.005 -0.026
-0.001 0.002 0.006
-0.002 -0.005 -0.001
-0.001 0.003 0.001
-0.001 0.002 0.004
-0.012 -0.003 0.004
-0.007 0.003 -0.003
0.002 0.008 -0.006
0.001 0.000 0.000
-0.010 0.001 0.001
0.009 -0.083 -0.022
0.004 -0.001 0.003
-0.006 -0.003 0.000
0.002 0.001 0.000
0.000 0.003 -0.002
-0.005 0.003 0.002
-0.001 -0.004 -0.004
-0.001 0.002 0.002
-0.001 0.001 -0.002
0.001 0.001 0.000
-0.006 -0.002 0.001
0.001 0.011 0.009
0.024 -0.044 0.031
0.020 0.004 0.040
-0.013 -0.005 -0.014
-0.011 -0.019 0.042
0.080 -0.083 -0.010
0.019 0.010 -0.006
0.017 0.018 0.005
0.000 0.001 -0.005
-0.002 0.005 -0.016
0.007 0.014 -0.021
-0.025 -0.054 0.001
0.010 0.011 0.001
-0.002 -0.003 0.005
0.010 0.000 -0.011
-0.012 0.015 -0.005
-0.001 0.002 -0.005
0.005 -0.013 -0.023

The multiplicity is 1. The orbital gap comes out at 8.2 eV. Its net charge is +2.

The following is a DFT calculation (ωB97M-V/def2-TZVPD) of 5 unconnected molecules or ions with the total composition C29H33B3F4O5.

Last column: Mulliken charge in e.
Positions of all 74 atoms, in Å:
C 2.732812 -0.251267 -1.027928  -1.1559
C 3.327213 -0.422089 0.359962  0.1350
O 2.318405 -0.883192 1.238707  -0.3572
C 2.715390 -0.938757 2.599023  -0.2439
C 2.522802 -2.356100 3.134294  -0.4722
O 3.634741 -2.858073 3.879697  -0.6518
B 4.735133 -3.184094 3.151072  0.6489
O 5.624602 -2.211106 2.706776  -0.4128
B 6.583699 -2.663635 1.834586  0.6632
O 6.281899 -3.677515 0.947217  -0.5076
B 5.310815 -4.549419 1.412732  0.4553
C 4.504239 -5.506164 0.481063  -0.9049
O 5.023212 -4.488152 2.777766  -0.2661
H 1.696631 0.067782 -0.961420  0.2243
H 2.817408 -1.173681 -1.592792  0.2828
H 3.266119 0.539168 -1.552043  0.3867
H 3.749026 0.523069 0.707977  0.3443
H 4.132564 -1.162690 0.311185  0.0126
H 2.116208 -0.232287 3.171201  0.2748
H 3.757340 -0.636766 2.689555  0.2392
H 1.672411 -2.378446 3.809909  0.2705
H 2.268386 -3.014734 2.302345  0.2774
H 7.672003 -2.189164 1.853452  -0.1436
H 4.320331 -5.044913 -0.486125  0.3027
H 3.540365 -5.695324 0.950369  0.2863
H 4.999319 -6.464962 0.344137  0.3137
F 0.212585 -0.360979 -3.250919  -0.3777
C -0.768809 -0.922564 -2.515496  0.3674
C -0.803625 -2.296099 -2.388125  -0.3766
C -1.813297 -2.867876 -1.628016  -0.3479
C -2.768021 -2.068583 -1.014954  -0.7373
C -2.710351 -0.689337 -1.159852  -0.3173
C -1.702857 -0.104683 -1.912930  -0.4465
H -0.051503 -2.899790 -2.877793  0.4376
H -1.852971 -3.942810 -1.514572  0.4059
H -3.556423 -2.519036 -0.426506  0.4602
H -3.456593 -0.064820 -0.687053  0.4852
H -1.636030 0.968124 -2.034261  0.4495
F 7.498782 0.790939 0.768987  -0.2780
C 8.702888 0.858581 1.374337  0.3806
C 9.800844 1.255925 0.639119  -0.5634
C 11.034932 1.322569 1.268821  -0.2790
C 11.156860 0.989491 2.610340  -0.5548
C 10.037628 0.589821 3.326911  -0.3793
C 8.797631 0.524429 2.709482  -0.3205
H 9.684509 1.506941 -0.406507  0.4116
H 11.904152 1.636872 0.707188  0.3556
H 12.122004 1.040857 3.095516  0.3734
H 10.127899 0.325088 4.371666  0.3623
H 7.912570 0.218856 3.251682  0.4860
F -6.675357 -2.555770 -0.639944  -0.3322
C -6.982696 -1.379662 -1.230058  0.3351
C -6.182081 -0.921220 -2.255313  -0.4365
C -6.499793 0.287524 -2.857667  -0.4580
C -7.600300 1.017146 -2.429015  -0.4538
C -8.387702 0.532297 -1.393542  -0.3322
C -8.083651 -0.677313 -0.785042  -0.4827
H -5.324884 -1.502138 -2.568762  0.5569
H -5.882737 0.660215 -3.664248  0.3851
H -7.843551 1.955349 -2.899559  0.4100
H -9.244213 1.099792 -1.054052  0.3775
H -8.686377 -1.075221 0.020145  0.4285
F -7.496348 4.160204 -2.336073  -0.3060
C -8.410327 5.008182 -1.816370  0.4866
C -8.492700 5.133851 -0.445035  -0.4303
C -9.433565 6.004741 0.084299  -0.2902
C -10.272544 6.724888 -0.754626  -0.5658
C -10.169472 6.576341 -2.130534  -0.3189
C -9.229394 5.712975 -2.673760  -0.4916
H -7.831451 4.557995 0.188231  0.4267
H -9.509995 6.120504 1.156868  0.3540
H -11.005550 7.400882 -0.336187  0.3734
H -10.823832 7.133913 -2.786686  0.3525
H -9.127359 5.585116 -3.742853  0.4132

Atomic forces in eV per Å
0.223 0.214 0.233
-0.096 -0.123 -0.350
-0.216 0.117 0.070
0.158 -0.006 -0.305
-0.378 0.120 0.351
0.071 -0.044 -0.043
0.343 0.065 0.277
-0.041 -0.262 0.122
0.614 0.337 -0.392
-0.251 0.087 0.453
0.250 -0.428 -0.038
-0.096 0.207 0.267
-0.801 0.203 -0.385
-0.130 -0.115 0.040
-0.227 -0.051 -0.165
0.127 -0.074 -0.175
-0.010 0.064 0.186
0.208 0.072 0.121
-0.107 0.094 0.028
0.105 -0.064 0.147
-0.016 -0.090 0.137
0.164 -0.074 -0.143
-0.039 0.098 -0.133
0.157 -0.079 -0.182
-0.064 -0.161 0.000
0.076 -0.086 -0.123
-0.003 0.009 -0.028
-0.065 -0.055 0.068
0.093 -0.078 -0.058
-0.031 0.050 0.014
-0.031 -0.025 0.027
0.004 -0.049 0.010
0.000 0.133 -0.013
0.013 0.019 0.000
0.004 -0.015 -0.010
-0.012 0.003 -0.001
0.000 0.020 0.004
0.012 -0.004 -0.017
-0.015 -0.008 -0.007
0.122 -0.006 0.065
-0.027 0.036 -0.154
-0.013 -0.015 0.056
0.031 -0.002 0.011
0.043 0.023 -0.058
-0.152 -0.043 0.124
-0.019 0.000 0.003
0.005 -0.003 -0.019
0.006 -0.001 0.005
-0.012 0.005 0.016
-0.015 -0.013 -0.033
0.005 -0.002 0.005
-0.018 0.072 -0.028
0.142 -0.074 -0.073
-0.068 0.012 0.058
-0.007 -0.116 -0.017
0.044 0.007 -0.031
-0.069 -0.017 0.095
-0.010 -0.013 0.008
0.016 -0.005 -0.008
-0.008 0.051 -0.022
-0.019 -0.006 -0.001
0.017 -0.011 0.005
0.013 0.114 -0.011
-0.044 0.030 0.042
0.059 -0.059 0.088
-0.027 0.020 -0.049
-0.020 0.018 0.015
0.009 -0.007 0.056
-0.002 -0.004 -0.118
0.015 -0.002 -0.020
0.002 -0.011 0.015
-0.007 0.006 0.001
0.002 0.010 -0.016
0.010 -0.019 0.004

Its SMILES is CCOCCOB1OBOB(C)O1.Fc1ccccc1.Fc1ccccc1.Fc1ccccc1.Fc1ccccc1. The energy relative to the best compared isomer or geometry (same formula, charge and spin) comes out at 0.0 kJ/mol. The multiplicity is 1. The orbital gap comes out at 9.8 eV. Its net charge is 0.

The following is a DFT calculation (ωB97M-V/def2-TZVPD) of a molecular structure, C29H33CoN3P2Te in a non-equilibrium geometry.

Last column: Mulliken charge in e.
Positions of all 69 atoms, in Å:
Co -1.141279 0.094436 -1.003036  -0.1391
N 1.088905 -0.654700 0.660793  -0.4380
P 1.361058 -0.658329 -1.014083  0.3819
C 1.685602 1.073593 -1.499639  0.7591
C 1.192611 1.526640 -2.724492  -0.0482
C 1.603163 2.760506 -3.208640  -0.9181
C 2.501916 3.522746 -2.475087  -0.5611
C 2.973827 3.074533 -1.242092  -0.9023
C 2.565129 1.850721 -0.743018  -0.4564
C 2.937371 -1.493082 -1.211979  0.7465
C 3.323668 -2.524717 -0.332407  -0.2034
C 4.594479 -3.044590 -0.416487  -0.7219
C 5.459540 -2.606429 -1.426976  -0.4098
C 5.061790 -1.619426 -2.334760  -0.7415
C 3.801281 -1.077231 -2.248209  -0.5701
P -0.569540 -0.937297 1.063501  1.6244
C -0.656627 -2.754153 1.142124  0.9968
C -1.380358 -3.512866 0.228359  0.0686
C -1.380492 -4.897661 0.313428  -0.8302
C -0.632987 -5.528174 1.297260  -0.5737
C 0.094911 -4.775165 2.211368  -0.8388
C 0.086644 -3.392450 2.140307  -0.6583
C -0.656089 -0.389749 2.771720  0.3643
C 0.212840 0.593935 3.249021  -0.4482
C 0.176889 0.943535 4.588687  -0.6680
C -0.743470 0.345732 5.440684  -0.5369
C -1.630425 -0.609325 4.957033  -0.6690
C -1.598620 -0.972909 3.622614  -0.4902
H 1.795089 -1.051462 1.275852  0.4921
H 0.516193 0.908407 -3.306696  0.4703
H 1.249895 3.117617 -4.166978  0.5148
H 2.847118 4.471556 -2.864879  0.4832
H 3.680165 3.671932 -0.680245  0.4800
H 2.944029 1.485387 0.203558  0.4556
H 2.636897 -2.920452 0.406989  0.4107
H 4.917436 -3.804027 0.282257  0.4542
H 6.436426 -3.062293 -1.527565  0.4345
H 5.740350 -1.284029 -3.107123  0.4476
H 3.490814 -0.312709 -2.948488  0.4591
H -1.938471 -3.032354 -0.563496  -0.2426
H -1.964546 -5.483133 -0.383886  0.4857
H -0.608441 -6.608469 1.345363  0.4488
H 0.663921 -5.266047 2.989894  0.4851
H 0.645109 -2.812175 2.866869  0.4775
H 0.916547 1.074262 2.579894  0.4298
H 0.869358 1.681963 4.969520  0.4409
H -0.777290 0.633957 6.482609  0.4232
H -2.343642 -1.076050 5.622647  0.4458
H -2.285503 -1.722393 3.247910  0.4108
C -0.672504 5.209559 -0.222852  -0.8250
N -1.695639 4.408808 -0.910355  0.0204
C -2.875880 5.118267 -1.420681  -0.8657
C -1.586892 3.131561 -0.948093  0.7965
N -1.480794 1.971747 -0.979248  -0.5350
H -0.413975 6.067252 -0.841716  0.3347
H 0.218365 4.613802 -0.039064  0.2430
H -1.062745 5.571896 0.728926  0.3373
H -2.563312 5.856001 -2.158640  0.3311
H -3.371197 5.640216 -0.602123  0.3471
H -3.574324 4.425639 -1.881744  0.3222
C -4.498464 0.451534 -2.864772  -1.0154
Te -3.227299 -1.118363 -2.162791  0.2956
C -4.531933 -1.541066 -0.513664  -0.9952
H -5.438151 -0.014110 -3.151750  0.3848
H -4.051652 0.933426 -3.729688  0.3536
H -4.662323 1.161979 -2.059538  0.3268
H -4.846419 -0.600286 -0.070028  0.3673
H -4.036313 -2.169576 0.220679  0.3204
H -5.391721 -2.065882 -0.922881  0.4303

Atomic forces in eV per Å
-1.155 0.006 -0.134
0.046 -0.196 -0.472
1.734 0.271 0.891
-0.239 -0.346 -0.311
0.034 -0.082 0.046
0.031 0.073 -0.083
-0.065 -0.007 0.011
-0.004 -0.031 0.093
-0.052 0.033 0.122
-0.838 0.183 -0.176
0.077 -0.277 0.104
-0.111 -0.007 0.031
-0.003 -0.047 -0.004
-0.110 0.083 -0.118
0.184 0.028 -0.083
0.624 -0.903 0.402
-0.109 0.372 0.087
0.031 0.057 -0.009
0.015 -0.058 -0.042
-0.034 0.017 -0.069
0.129 0.037 0.069
-0.052 -0.046 -0.011
-0.209 0.224 -0.203
-0.010 -0.042 -0.092
0.004 0.052 0.034
0.004 0.010 -0.059
-0.064 0.029 0.026
0.040 -0.052 -0.087
0.076 0.131 0.043
0.042 0.015 -0.075
-0.025 -0.031 0.006
-0.011 -0.001 -0.007
0.002 -0.002 -0.015
0.027 0.039 -0.002
-0.043 0.044 0.000
-0.006 -0.031 -0.039
0.025 0.054 0.049
0.012 -0.039 0.001
0.011 0.015 0.019
-0.064 -0.003 -0.013
0.045 0.000 -0.032
-0.062 0.000 0.057
0.007 -0.018 -0.023
-0.046 -0.030 0.055
0.039 -0.003 0.045
-0.028 0.019 0.005
0.028 -0.039 0.013
-0.013 0.026 0.001
0.022 -0.045 0.055
0.166 0.221 0.242
0.148 0.016 0.010
-0.309 0.208 -0.092
-0.141 -0.067 -0.023
-0.003 0.528 0.027
-0.013 -0.072 -0.074
-0.026 -0.051 -0.065
-0.041 -0.040 -0.038
0.075 -0.080 -0.016
0.024 -0.091 0.042
0.050 -0.059 0.022
0.118 0.042 0.017
-0.367 -0.019 -0.091
0.088 0.093 0.007
0.038 -0.066 0.002
0.056 -0.039 0.007
0.041 -0.004 0.005
0.048 0.003 0.016
0.066 0.001 -0.040
0.043 -0.006 -0.066

The energy relative to the best compared isomer or geometry (same formula, charge and spin) comes out at 115.8 kJ/mol. The multiplicity is 5. The orbital gap (alpha / beta) comes out at 8.0 / 4.4 eV. Its net charge is +3.

Number 1: M 625.90 Da. Number 2: M 570.01 Da. Number 3: M 672.09 Da.